No. 1
Formula: C58H126N4O16
Source: OMol25
Level of theory: wB97M-V/def2-TZVPD

Geometry (Å):
O (0.68, 1.09, 0.54)
O (-1.32, 0.87, -0.36)
O (4.59, 2.67, 3.51)
O (4.46, 4.71, -2.62)
O (-8.35, -1.58, 4.94)
O (0.53, -1.88, -4.91)
O (3.00, -2.94, 4.72)
O (-5.63, -1.77, 3.70)
O (4.82, 2.04, 6.62)
O (-3.77, -3.99, 1.64)
O (3.76, 5.36, 3.08)
O (-3.83, 0.58, 5.82)
O (2.04, 4.87, -0.53)
O (-1.09, 1.64, 1.78)
O (-6.49, 2.00, -5.18)
O (-0.62, 5.68, -1.92)
N (-3.15, -3.63, 0.48)
N (1.21, -0.99, -5.69)
N (-5.20, 1.86, -4.75)
N (4.31, -2.64, 4.81)
C (-1.30, -3.69, -1.78)
C (4.11, 5.72, -1.67)
C (5.14, 1.30, 5.45)
C (-4.53, 0.60, -5.31)
C (-3.09, 0.38, -4.65)
C (4.04, 3.38, -2.17)
C (2.44, 5.64, 3.46)
C (3.02, 0.32, -7.55)
C (6.53, -2.30, 3.69)
C (1.52, 0.20, -7.88)
C (2.84, 0.63, -0.21)
C (-3.49, -4.58, -0.58)
C (-3.00, -6.01, -0.34)
C (6.44, -2.50, 6.15)
C (-1.87, -1.81, 1.55)
C (-4.26, 0.73, -6.82)
C (4.94, -4.51, 6.45)
C (4.97, -3.01, 6.11)
C (-0.38, 4.51, -1.23)
C (-0.62, 1.17, 0.58)
C (7.33, -2.86, 4.94)
C (1.12, -2.18, -7.98)
C (5.05, -2.78, 3.51)
C (2.57, 5.91, -1.39)
C (2.55, -0.29, -3.69)
C (-5.00, -4.48, -0.80)
C (-3.43, 1.97, 5.66)
C (-5.11, 2.15, -3.32)
C (3.24, 0.45, -6.02)
C (-0.80, -4.12, 1.23)
C (-2.84, -4.10, -1.87)
C (-4.22, -0.05, 4.56)
C (1.36, 0.72, -0.58)
C (5.70, 2.09, 4.25)
C (3.79, 4.30, 2.12)
C (-9.67, -0.95, 4.81)
C (3.54, -1.96, -5.31)
C (0.68, 4.77, -0.11)
C (-3.07, 0.55, -3.15)
C (-0.73, -0.63, -7.38)
C (-5.09, -1.27, 4.92)
C (-6.55, -2.89, 3.73)
C (5.07, -4.26, 2.97)
C (4.01, 3.18, 6.53)
C (-1.25, -2.60, -0.66)
C (4.27, -2.24, 7.33)
C (-1.51, 5.42, -3.02)
C (-1.79, -3.09, 0.70)
C (5.01, 3.47, 2.34)
C (-0.21, 2.03, 2.85)
C (-6.09, 1.45, -2.33)
C (-3.63, 1.92, -2.78)
C (-5.50, -0.59, -4.99)
C (0.80, -0.93, -7.13)
C (-5.30, 3.67, -3.08)
C (2.57, -0.73, -5.18)
C (-8.09, -2.55, 3.88)
C (4.41, -1.80, 2.45)
H (-1.92, -6.17, -0.39)
H (3.25, -2.54, 7.57)
H (-2.95, 2.72, -3.04)
H (4.08, -4.72, 2.90)
H (3.02, 1.45, -5.66)
H (4.62, 5.55, -0.72)
H (1.96, 4.75, 3.85)
H (-5.59, -4.71, 0.09)
H (6.37, 2.89, 4.59)
H (0.12, -1.31, -4.25)
H (-5.17, 0.64, -7.42)
H (-1.33, 4.15, -0.82)
H (-5.74, 0.41, -2.35)
H (-3.69, -0.26, -2.76)
H (-3.35, -6.49, 0.57)
H (-5.97, -0.64, -4.01)
H (-2.53, 2.10, 5.06)
H (0.55, -3.06, -7.68)
H (-0.92, -1.30, 1.71)
H (4.41, -0.77, 2.82)
H (-3.39, -3.26, -2.30)
H (4.29, 0.45, -5.73)
H (-6.42, 2.53, -5.98)
H (-6.24, -3.66, 4.44)
H (-0.64, 1.98, 3.85)
H (0.61, 1.31, 2.85)
H (-2.46, 1.13, -5.12)
H (4.55, 3.21, -1.22)
H (4.94, -2.28, 8.19)
H (-6.32, 3.90, -3.37)
H (0.33, 5.60, 0.51)
H (-0.22, -4.57, 0.42)
H (5.63, -4.90, 3.65)
H (2.05, 6.00, -2.34)
H (5.11, 2.83, 1.47)
H (-5.34, -5.12, -1.62)
H (2.94, 3.00, 6.45)
H (-5.31, -3.49, -1.11)
H (4.38, -1.66, -4.68)
H (-4.95, -1.52, -5.08)
H (-9.67, -0.46, 3.84)
H (6.94, -3.00, 6.98)
H (0.93, -0.24, -0.85)
H (-8.40, -2.03, 2.97)
H (1.75, 6.00, 2.70)
H (6.51, -1.42, 6.28)
H (-9.82, -0.25, 5.63)
H (7.01, -2.63, 2.77)
H (3.11, -2.84, -4.84)
H (-0.62, -4.51, -1.57)
H (-8.78, -3.38, 3.92)
H (-4.68, 4.23, -3.79)
H (1.10, 1.18, -7.67)
H (-2.69, -0.62, -4.87)
H (2.19, -2.35, -7.83)
H (3.52, 1.16, -8.04)
H (4.26, -1.19, 7.04)
H (4.11, 3.73, 7.46)
H (-2.58, -1.10, 1.11)
H (-3.68, 1.90, -1.69)
H (2.53, 6.43, 4.20)
H (-4.21, 2.62, 5.27)
H (-5.94, -1.09, 5.58)
H (2.98, -0.07, 0.61)
H (-2.21, -2.13, 2.53)
H (3.49, 0.21, -3.44)
H (4.89, -1.73, 1.48)
H (-4.75, 0.63, 3.89)
H (5.44, -4.28, 1.94)
H (4.45, 6.65, -2.12)
H (-4.49, -2.02, 5.43)
H (-0.97, -3.38, -2.77)
H (7.44, -3.94, 4.85)
H (8.34, -2.49, 5.13)
H (5.95, 0.59, 5.61)
H (2.33, -1.16, -3.08)
H (1.35, 0.05, -8.95)
H (-1.40, 6.33, -3.61)
H (5.20, -4.65, 7.50)
H (-2.54, 5.30, -2.67)
H (0.04, 3.82, -1.96)
H (2.86, 3.74, 2.03)
H (-1.94, -1.81, -0.95)
H (-0.24, -2.20, -0.74)
H (2.97, 3.27, -2.04)
H (4.38, 2.58, -2.83)
H (-2.85, -4.90, -2.61)
H (-1.07, -0.67, -8.42)
H (6.33, 1.55, 3.54)
H (5.56, -5.15, 5.82)
H (-3.12, 2.41, 6.61)
H (-7.10, 1.55, -2.72)
H (2.45, 6.89, -0.93)
H (0.31, 2.98, 2.73)
H (3.08, -3.84, 4.40)
H (6.54, -1.21, 3.73)
H (-5.22, 3.98, -2.04)
H (1.75, 0.44, -3.54)
H (-3.26, -0.39, 4.17)
H (0.60, 3.93, 0.57)
H (3.45, 0.29, -1.04)
H (5.93, 4.01, 2.55)
H (3.30, 1.53, 0.19)
H (-1.41, -1.32, -6.88)
H (-3.35, -6.68, -1.13)
H (3.43, -2.09, 2.05)
H (-10.56, -1.57, 4.86)
H (3.85, 4.69, 1.10)
H (0.88, -1.97, -9.02)
H (-2.08, 0.35, -2.74)
H (-3.68, -0.15, -7.10)
H (-5.99, 1.92, -1.35)
H (3.80, -2.29, -6.32)
H (3.63, -0.44, -8.03)
H (4.32, 3.95, 5.82)
H (-4.47, -3.34, 1.76)
H (-1.30, 4.66, -3.78)
H (4.27, 0.71, 5.18)
H (-6.52, -3.34, 2.74)
H (3.91, -4.86, 6.45)
H (-1.35, -4.90, 1.76)
H (-0.15, -3.82, 2.05)
H (1.16, 1.43, -1.39)
H (-6.32, -0.63, -5.70)
H (-3.57, 1.52, -7.14)
H (-1.01, 0.33, -6.94)

HOMO level: -8.02 eV
Calculated total energy: -100895.8263 eV
Largest force on an atom: 4.73 eV/A
Multiplicity: 1
Structure (SMILES): CC1(C)CCCC(C)(C)N1O.CC1(C)CCCC(C)(C)N1O.CC1(C)CCCC(C)(C)N1O.CC1(C)CCCC(C)(C)N1O.CCOC(=O)OC.COCCOCCOC.COCCOCCOC.COCCOCCOC
Net charge: 0

***

No. 2
Formula: C8H16CrF10N3O14S6
Source: OMol25
Level of theory: wB97M-V/def2-TZVPD

Geometry (Å):
Cr (13.73, 19.16, -8.03)
S (12.95, 21.71, -6.77)
S (16.43, 17.38, -7.14)
S (15.38, 18.36, -5.18)
S (11.38, 21.66, -8.88)
S (13.34, 18.36, -11.22)
S (13.66, 16.36, -9.93)
F (10.46, 21.56, -5.71)
F (9.10, 20.37, -8.32)
F (13.88, 16.08, -8.37)
F (13.91, 18.62, -4.60)
F (9.12, 21.22, -10.28)
F (12.09, 20.81, -4.48)
F (16.36, 17.69, -8.70)
F (10.32, 19.47, -9.90)
F (11.82, 22.90, -4.65)
F (13.40, 19.97, -11.14)
O (14.90, 15.92, -10.46)
O (13.28, 23.07, -7.09)
O (16.20, 15.97, -7.14)
O (17.67, 17.93, -6.71)
O (16.18, 19.46, -4.72)
O (14.50, 18.12, -12.02)
O (12.44, 15.67, -10.25)
O (14.07, 20.88, -6.35)
O (12.27, 17.89, -6.89)
O (12.03, 18.08, -11.76)
O (15.64, 17.08, -4.57)
O (11.94, 22.15, -10.11)
O (15.19, 20.27, -8.85)
O (10.86, 22.72, -8.05)
N (13.57, 18.08, -9.65)
N (15.00, 18.36, -6.77)
N (12.40, 20.63, -8.08)
C (10.87, 18.11, -6.76)
C (16.10, 21.90, -10.38)
C (15.59, 21.68, -8.94)
C (9.86, 20.59, -9.38)
C (10.13, 17.20, -7.73)
C (10.40, 17.82, -5.35)
C (11.69, 21.77, -5.30)
C (16.80, 21.92, -8.03)
H (17.18, 22.92, -8.26)
H (9.07, 17.40, -7.89)
H (12.51, 17.04, -6.48)
H (16.39, 22.01, -7.02)
H (9.31, 17.82, -5.37)
H (15.96, 19.84, -9.26)
H (15.92, 22.94, -10.68)
H (17.57, 21.18, -8.16)
H (17.13, 21.67, -10.63)
H (14.83, 22.42, -8.73)
H (10.23, 16.15, -7.44)
H (10.54, 17.26, -8.73)
H (10.80, 16.88, -4.96)
H (10.77, 18.57, -4.65)
H (10.74, 19.16, -7.01)
H (15.42, 21.39, -11.08)

HOMO level (alpha / beta): -11.34 / -11.50 eV
Calculated total energy: -162293.1933 eV
Largest force on an atom: 6.58 eV/A
Multiplicity: 4
ΔE to the lowest compared entry with this formula, charge and spin: 0.0000 eV
Net charge: 0